Formula: C6H13O5
Source: OMol25
Level of theory: wB97M-V/def2-TZVPD

```
24
Properties=species:S:1:pos:R:3:forces:R:3:lowdin_charge:R:1
C -1.9954 -0.3019 -1.4966 -0.07 -0.01 0.14 -0.0714
C -0.5605 -0.7419 -1.7035 0.22 -0.14 -0.15 -0.2787
O 0.3634 -0.2849 -0.7308 -0.02 0.10 -0.05 -0.1915
C 0.3259 -1.0058 0.4975 -0.18 0.09 0.13 -0.1942
C 1.1880 -0.3072 1.5347 0.06 -0.02 0.12 -0.2068
O 0.5737 0.6991 2.2969 -0.05 -0.21 0.04 -0.1396
C 0.0252 1.7893 1.5700 0.30 0.06 -0.37 -0.1480
C -1.4989 1.7598 1.2838 0.34 0.54 0.62 -0.7460
O -2.1407 0.7811 1.6965 -0.31 -0.38 -0.26 -0.0526
O -1.8844 2.8140 0.7271 -0.16 -0.26 -0.26 -0.0900
H -2.4855 -0.8535 -0.6964 0.03 0.02 0.08 0.0712
H -2.0454 0.7519 -1.2281 -0.01 0.09 -0.05 0.0752
H -2.5554 -0.4771 -2.4207 0.02 0.04 0.03 0.0693
H -0.5092 -1.8405 -1.7668 0.05 0.01 -0.01 0.1118
H -0.1789 -0.3458 -2.6489 -0.06 0.01 -0.02 0.1109
H -0.6925 -1.0579 0.8909 -0.07 0.03 -0.06 0.1193
H 0.7168 -2.0185 0.3193 0.01 0.02 0.02 0.1192
H 1.4940 -1.0630 2.2633 0.05 -0.01 -0.03 0.1214
H 2.0982 0.0671 1.0444 -0.03 0.02 -0.02 0.1127
H 0.2435 2.6916 2.1463 -0.11 -0.02 0.00 0.1124
H 0.5295 1.8832 0.6017 0.04 0.08 0.04 0.1109
O 3.1989 -0.9565 -1.0649 0.24 0.04 -0.10 -0.0628
H 3.3841 -1.5295 -1.8130 -0.07 0.04 -0.04 0.0263
H 2.4055 -0.4533 -1.3027 -0.23 -0.15 0.20 0.0209
```
Positions in Å, forces in eV/Å.

Calculated values
net charge	-1
HOMO energy	-4.1	eV
HOMO-LUMO gap	0.2605	Ha
spin multiplicity	1

Formula: C6H13P
Source: OMol25
Level of theory: wB97M-V/def2-TZVPD

```
20
Properties=species:S:1:pos:R:3:forces:R:3:lowdin_charge:R:1
C -0.3075 1.5261 0.0940 -1.84 2.24 0.38 -0.4132
P -0.7595 -0.1553 0.8282 2.18 0.76 -0.21 0.9268
C 0.8319 -0.6598 1.3172 -3.71 1.65 -0.77 -0.6681
C 2.1107 0.0120 1.1207 -0.40 1.20 -2.68 -0.1326
C 0.7447 -1.8356 2.1907 1.96 -2.09 -1.97 -0.2047
H -1.1877 2.2161 -0.2937 1.32 -1.96 0.53 0.0526
H 0.0457 2.2101 0.9204 0.25 -0.93 -0.74 0.0312
H 0.4037 1.4778 -0.7297 0.11 -0.03 0.14 0.0075
H 2.8146 -0.7601 1.2329 1.68 -0.50 -0.15 0.0548
H 2.2176 0.6482 0.1574 -0.23 -1.74 0.97 0.1053
H 2.2930 0.8103 1.7695 0.25 0.96 1.91 0.0635
H 0.9887 -1.5286 3.1851 -0.70 -0.09 1.06 0.0692
H 1.6545 -2.5270 1.9400 -1.68 0.65 0.26 0.1080
H -0.2231 -2.3174 1.8992 0.85 -0.08 1.38 0.0528
C -2.4525 0.5023 -2.3360 0.90 0.04 0.27 -0.1305
C -1.4879 -0.2344 -2.9122 0.28 -0.71 0.67 -0.1111
H -2.8231 1.3780 -2.8771 -0.26 -0.36 0.27 0.0432
H -2.7516 0.3733 -1.2521 0.27 0.00 -1.57 0.0322
H -1.0129 -1.0708 -2.2923 -0.63 1.17 -1.16 0.0519
H -1.0995 -0.0653 -3.9621 -0.63 -0.18 1.45 0.0610
```
Positions in Å, forces in eV/Å.

Calculated values
HOMO energy	-8.3	eV
HOMO-LUMO gap	0.3265	Ha
energy above the lowest of the compared OMol25 structures with the same formula, charge and spin	241.55	kJ/mol
spin multiplicity	1
SMILES	CP=C(C)C.C=C

Formula: C6H13P
Source: OMol25
Level of theory: wB97M-V/def2-TZVPD

```
20
Properties=species:S:1:pos:R:3:forces:R:3:lowdin_charge:R:1
C 0.2130 -0.4866 -2.7652 0.16 -0.05 0.19 -0.1651
C 1.0344 -0.0452 -1.5573 0.03 -0.10 0.07 -0.7199
C 0.4573 1.2228 -0.9354 0.17 -0.18 -0.04 -0.1636
P 1.0375 -1.4188 -0.2756 -0.32 0.28 -0.39 0.8219
H 0.5980 -1.4190 -3.1763 -0.02 -0.05 -0.11 0.0623
H 0.2442 0.2736 -3.5435 -0.04 0.06 -0.11 0.0714
H -0.8253 -0.6451 -2.4764 -0.11 -0.02 -0.02 0.0704
H 2.0682 0.1407 -1.8727 -0.17 -0.02 0.05 0.0929
H -0.5241 1.0197 -0.5088 -0.14 0.04 0.05 0.0646
H 1.1075 1.5949 -0.1453 0.00 0.09 0.09 0.0606
H 0.3526 2.0014 -1.6898 -0.03 0.10 -0.03 0.0718
H 2.0124 -0.8298 0.5311 0.26 0.16 0.41 -0.1167
H 1.9951 -2.1979 -0.9335 0.22 -0.35 -0.16 -0.1196
C -2.0029 -1.3350 2.1376 0.09 0.31 0.19 0.0754
C -1.5804 -0.3144 2.5955 -0.12 -0.23 -0.14 -0.2268
C -1.0554 0.9277 3.1175 0.10 0.20 0.08 -0.1161
H -2.3773 -2.2338 1.7486 -0.18 -0.50 -0.24 0.0111
H -1.8248 1.6994 3.0943 0.07 0.06 0.04 0.0795
H -0.2100 1.2529 2.5102 0.01 0.09 0.06 0.0675
H -0.7199 0.7924 4.1452 0.03 0.09 0.01 0.0785
```
Positions in Å, forces in eV/Å.

Calculated values
HOMO energy	-9.2	eV
HOMO-LUMO gap	0.3737	Ha
energy above the lowest of the compared OMol25 structures with the same formula, charge and spin	174.07	kJ/mol
spin multiplicity	1
SMILES	CC(C)P.C#CC

Formula: C6H13PS
Source: OMol25
Level of theory: wB97M-V/def2-TZVPD

```
21
Properties=species:S:1:pos:R:3:forces:R:3:lowdin_charge:R:1
C -0.4154 0.2869 -1.5757 -2.25 1.19 1.55 -0.2655
C 0.6891 1.2178 -1.2859 2.06 1.57 -2.78 -0.3245
C -0.4213 -0.9157 -0.7219 2.49 -1.94 0.99 -0.2806
C 0.6517 1.8576 0.0371 0.36 1.35 1.81 -0.4622
C -0.2410 -0.6550 0.7445 -2.90 3.04 1.65 -0.7064
C -0.4151 -1.7875 1.7216 -0.63 1.56 0.94 -0.1805
P 0.8870 0.6655 1.4708 -1.67 0.35 -0.36 0.9150
S -2.1345 0.5248 1.1763 1.38 -0.65 -0.44 0.5329
H -1.3223 0.8818 -1.2348 0.57 -0.86 -1.26 0.0910
H -0.4369 0.0209 -2.5892 -0.33 -0.22 -1.50 0.1016
H 1.7213 0.7884 -1.5791 -1.39 0.55 0.75 0.1443
H 0.5635 2.1338 -1.9520 0.19 -1.29 0.05 0.1295
H -1.2608 -1.5637 -0.6886 -1.26 -0.31 -0.92 0.0986
H 0.4203 -1.6034 -1.0726 -0.56 0.64 0.56 0.1503
H 1.3260 2.7388 0.0072 0.20 -0.77 0.54 0.0837
H -0.3272 2.3982 0.2327 1.10 -0.87 -0.27 0.0540
H -0.2284 -1.4082 2.7294 0.85 0.09 -0.03 0.0558
H 0.3675 -2.4430 1.4137 0.04 -1.55 0.23 0.0770
H -1.4498 -2.0919 1.9631 0.41 -0.82 -1.40 0.0806
H 1.8897 -0.1380 1.0314 1.85 -0.27 -0.71 -0.0781
H -1.8145 1.6522 0.4719 -0.52 -0.78 0.60 -0.2167
```
Positions in Å, forces in eV/Å.

Calculated values
HOMO energy	-8.6	eV
HOMO-LUMO gap	0.3351	Ha
energy above the lowest of the compared OMol25 structures with the same formula, charge and spin	116.10	kJ/mol
spin multiplicity	1